[1]
19
Properties=species:S:1:pos:R:3 method="wB97M-V/def2-TZVPD" orbital_gap_ev=9.202 e_above_lowest_kcal_mol=64.5
C 0.773 -0.238 0.038
C -0.695 -0.131 0.539
C 1.106 0.238 -1.368
C -1.565 0.852 -0.232
N 1.369 0.684 1.137
N -1.252 -1.479 0.578
O 1.304 -1.503 0.240
H 0.652 -1.961 0.817
H 0.000 0.473 1.597
H 1.426 1.658 0.851
H 2.314 0.379 1.357
H -1.558 -1.793 -0.343
H -2.041 -1.537 1.209
H 0.866 1.291 -1.513
H 2.167 0.082 -1.562
H 0.531 -0.353 -2.079
H -1.125 1.850 -0.253
H -1.738 0.537 -1.272
H -2.536 0.950 0.256


[2]
19
Properties=species:S:1:pos:R:3 method="wB97M-V/def2-TZVPD" total_charge=+1 orbital_gap_ev=10.360 e_above_lowest_kcal_mol=37.4
C 3.482 -0.723 -0.241
C 2.377 0.199 0.242
H 4.209 -1.223 0.410
H 4.156 -0.237 -1.037
H 3.001 -1.622 -0.779
H 2.758 1.256 0.356
H 1.562 0.417 -0.405
H 1.891 -0.215 1.217
C -1.815 -1.016 0.635
N -2.265 0.445 0.359
C -1.751 1.079 -0.997
H -2.639 -1.480 1.201
H -1.532 -1.587 -0.353
H -0.977 -0.819 1.247
H -2.090 1.018 1.202
H -3.299 0.476 0.360
H -0.717 1.447 -0.754
H -2.470 1.891 -1.211
H -1.754 0.331 -1.793


[3]
73
Properties=species:S:1:pos:R:3 method="wB97M-V/def2-TZVPD" total_charge=+1 orbital_gap_ev=3.045 e_above_lowest_kcal_mol=47.5
O -0.536 -2.689 2.964
H -1.407 -2.975 2.564
Lu 0.634 -1.956 -0.765
N 2.571 -2.961 -1.333
N 0.678 -2.392 -3.061
O 3.677 -3.246 -0.494
O -0.336 -2.274 -4.034
C 2.754 -3.407 -2.590
C 1.707 -3.112 -3.539
C 3.965 -4.178 -2.967
C 1.686 -3.641 -4.929
H 4.475 -4.513 -2.050
H 4.626 -3.525 -3.561
H 3.665 -5.037 -3.588
H 0.937 -3.089 -5.516
H 1.405 -4.706 -4.891
H 2.683 -3.554 -5.384
H 3.381 -3.164 0.437
H -1.040 -1.726 -3.638
O 1.765 -0.214 -1.944
H 2.685 0.140 -1.789
H 1.827 -0.405 -2.916
C -0.676 -3.809 -0.375
H -0.903 -4.212 0.629
H -0.137 -4.605 -0.904
H -1.620 -3.700 -0.906
O 2.280 -3.381 2.494
H 1.654 -3.299 3.263
H 1.896 -4.165 2.027
C 0.949 4.134 3.149
C 1.930 2.987 3.367
C 3.352 3.448 3.019
C 1.884 2.539 4.838
C 1.555 1.805 2.473
C 2.394 0.685 2.482
C 2.109 -0.377 1.632
N 1.019 -0.368 0.817
C 0.159 0.697 0.835
C 0.424 1.800 1.663
C -1.049 0.612 -0.008
C -2.057 1.599 0.020
C -3.226 1.395 -0.714
C -3.374 0.209 -1.447
C -2.318 -0.698 -1.509
N -1.165 -0.491 -0.816
C -4.384 2.391 -0.729
C -4.726 2.743 -2.185
C -5.614 1.728 -0.085
C -4.032 3.669 0.034
H 1.235 4.983 3.772
H -0.062 3.819 3.426
H 0.969 4.441 2.099
H 3.605 4.327 3.620
H 4.091 2.665 3.214
H 3.404 3.722 1.959
H 0.879 2.178 5.089
H 2.602 1.736 5.037
H 2.120 3.392 5.481
H 3.257 0.636 3.154
H 2.722 -1.288 1.624
H -0.268 2.641 1.663
H -1.913 2.493 0.627
H -4.312 -0.011 -1.969
H -2.388 -1.630 -2.085
H -5.034 1.858 -2.751
H -5.548 3.465 -2.196
H -3.856 3.192 -2.677
H -5.394 1.449 0.953
H -6.450 2.436 -0.089
H -5.913 0.829 -0.636
H -3.828 3.444 1.088
H -3.161 4.155 -0.421
H -4.884 4.356 -0.018


[4]
8
Properties=species:S:1:pos:R:3 method="wB97M-V/def2-TZVPD" orbital_gap_ev=11.173 e_above_lowest_kcal_mol=11.6
C 1.805 0.605 -0.168
C -3.116 0.941 0.447
C 0.597 -0.146 -0.313
N 2.778 1.223 0.020
N -0.498 -0.088 0.285
O -3.579 0.414 -0.422
H 0.602 -0.914 -1.155
H -0.527 0.761 0.886


[5]
18
Properties=species:S:1:pos:R:3 method="wB97M-V/def2-TZVPD" total_charge=+1 orbital_gap_ev=8.569
O 3.474 1.075 0.860
C 2.583 0.666 0.103
C 1.196 1.350 -0.369
C 0.218 0.064 -0.521
P -1.476 0.089 0.297
O -2.630 0.313 -0.969
O -1.623 1.440 1.303
S -1.788 -1.614 1.256
C 1.212 -1.157 -0.071
O 2.488 -0.623 -0.574
H 1.288 2.053 -1.276
H 0.798 1.975 0.516
H 0.148 -0.114 -1.663
H -2.868 -0.562 -1.343
H -2.222 1.193 2.046
H 1.389 -1.072 1.072
H 0.930 -2.215 -0.382
Li -3.115 -2.863 -0.285


[6]
65
Properties=species:S:1:pos:R:3 method="wB97M-V/def2-TZVPD" orbital_gap_ev=8.570
C 2.053 -0.127 2.779
C 0.754 0.809 2.907
I -0.107 0.970 4.880
C 0.187 1.490 1.827
I 1.196 1.259 -0.112
N -1.008 2.332 1.817
C -2.282 1.604 2.026
C -2.587 0.487 0.927
C -3.542 -0.689 1.418
C -4.755 -0.240 2.329
F -5.281 1.031 1.978
F -5.817 -1.152 2.044
C -4.503 -0.366 3.906
F -5.506 -1.146 4.509
F -3.295 -0.964 4.246
F -4.528 0.874 4.562
S -0.868 3.784 2.706
O 0.572 4.196 2.866
O -1.529 4.858 1.877
F -1.704 3.766 4.157
H 2.489 -0.208 3.837
H 2.864 0.335 2.143
H 1.765 -1.184 2.486
H -2.419 1.127 3.045
H -3.124 2.379 1.930
H -1.643 -0.015 0.513
H -3.075 0.979 0.017
H -4.009 -1.139 0.473
H -2.921 -1.541 1.863
C 2.083 4.414 -5.279
C 1.807 3.794 -3.918
C 2.067 4.786 -2.795
O 2.639 2.647 -3.742
H 3.130 4.723 -5.362
H 1.903 3.688 -6.076
H 1.447 5.286 -5.452
H 0.770 3.452 -3.874
H 3.113 5.107 -2.793
H 1.876 4.324 -1.823
H 1.431 5.669 -2.893
H 3.559 2.938 -3.779
C 3.110 -1.263 -3.373
C 2.843 -2.000 -2.069
C 2.922 -3.507 -2.258
O 1.547 -1.648 -1.583
H 2.366 -1.528 -4.130
H 3.039 -0.182 -3.225
H 4.104 -1.498 -3.762
H 3.569 -1.686 -1.314
H 2.172 -3.849 -2.978
H 2.717 -4.023 -1.317
H 3.910 -3.809 -2.615
H 0.897 -1.921 -2.243
C -0.042 -4.453 1.832
C -1.023 -3.744 0.912
C -0.822 -4.159 -0.537
O -0.850 -2.332 1.031
H 0.990 -4.202 1.569
H -0.191 -4.138 2.868
H -0.162 -5.538 1.777
H -2.047 -3.972 1.221
H 0.184 -3.898 -0.880
H -1.526 -3.633 -1.188
H -0.965 -5.235 -0.663
H 0.055 -2.118 0.761


[7]
132
Properties=species:S:1:pos:R:3 method="wB97M-V/def2-TZVPD" total_charge=+3 orbital_gap_ev=1.483
Zr -14.912 -19.048 27.257
C -17.735 -19.891 29.135
O -18.661 -18.917 28.768
O -16.635 -19.783 28.313
C -17.454 -19.844 30.657
F -17.333 -18.562 31.124
F -18.450 -20.367 31.391
F -16.327 -20.457 31.028
C -20.015 -19.219 29.120
C -20.881 -18.087 28.607
H -20.472 -17.857 27.616
H -21.875 -18.480 28.395
H -20.843 -17.209 29.247
H -20.250 -19.260 30.188
H -20.363 -20.123 28.613
H -18.081 -20.930 29.079
C -18.667 -22.399 33.833
C -17.885 -21.879 35.031
C -18.804 -21.401 36.193
O -18.053 -20.952 37.268
C -18.810 -20.627 38.415
N -17.077 -22.986 35.549
H -18.826 -21.600 33.105
H -19.626 -22.854 34.089
H -18.117 -23.196 33.335
H -17.324 -20.973 34.786
H -19.469 -22.228 36.480
H -19.433 -20.576 35.814
H -18.156 -20.365 39.241
H -19.522 -21.384 38.760
H -19.435 -19.762 38.160
H -16.259 -22.630 36.048
H -17.570 -23.365 36.360
C -18.266 -25.902 26.264
C -18.466 -24.812 25.224
C -18.691 -23.459 25.943
O -19.791 -23.571 26.822
C -19.896 -22.519 27.755
N -17.350 -24.814 24.297
H -17.297 -25.781 26.758
H -18.263 -26.880 25.778
H -19.033 -26.027 27.026
H -19.366 -25.122 24.689
H -18.960 -22.696 25.201
H -17.826 -23.137 26.529
H -20.120 -21.574 27.235
H -18.960 -22.362 28.292
H -20.779 -22.526 28.391
H -17.503 -24.265 23.458
H -16.532 -24.427 24.759
C -21.879 -16.745 31.722
C -23.133 -15.896 31.369
O -22.728 -14.554 31.569
O -21.514 -16.777 33.085
H -20.945 -16.513 31.203
H -22.125 -17.774 31.425
H -23.994 -16.141 31.986
H -23.413 -16.050 30.322
H -22.108 -14.394 30.827
H -21.168 -17.661 33.270
C -22.786 -21.615 26.168
C -22.739 -20.148 26.607
O -23.465 -19.850 27.800
O -21.816 -21.847 25.188
H -23.740 -21.756 25.644
H -22.797 -22.279 27.036
H -23.115 -19.493 25.821
H -21.691 -19.918 26.818
H -24.377 -20.164 27.734
H -21.190 -22.525 25.473
C -22.130 -20.819 30.605
C -21.684 -21.161 32.011
O -21.194 -20.041 32.704
O -23.545 -20.535 30.583
H -21.949 -21.630 29.898
H -21.589 -19.927 30.267
H -20.910 -21.936 31.891
H -22.502 -21.625 32.569
H -21.063 -20.289 33.627
H -23.723 -20.404 29.635
C -16.281 -23.286 30.405
C -15.347 -22.841 31.527
O -14.125 -22.394 30.944
O -16.004 -24.565 29.841
H -16.464 -22.555 29.604
H -17.300 -23.442 30.774
H -15.144 -23.797 32.020
H -15.734 -22.129 32.255
H -13.361 -22.501 31.520
H -15.213 -24.435 29.304
C -19.564 -14.901 31.447
C -19.105 -16.311 31.766
O -19.697 -16.784 33.010
O -20.862 -14.871 30.840
H -18.893 -14.407 30.738
H -19.508 -14.228 32.305
H -18.040 -16.296 31.991
H -19.336 -17.026 30.975
H -20.631 -16.890 32.793
H -21.479 -15.126 31.539
C -16.893 -18.248 34.331
C -15.551 -18.739 33.837
O -14.604 -18.924 34.877
O -17.522 -19.102 35.317
H -17.506 -17.942 33.486
H -16.760 -17.308 34.873
H -15.101 -17.972 33.206
H -15.653 -19.696 33.313
H -14.866 -19.643 35.458
H -16.822 -19.495 35.846
C -21.202 -12.880 28.557
C -21.096 -11.521 29.234
O -22.282 -11.041 29.825
O -20.844 -13.978 29.433
H -20.558 -12.987 27.683
H -22.226 -13.118 28.269
H -20.774 -10.794 28.482
H -20.279 -11.646 29.947
H -22.820 -10.722 29.090
H -19.888 -14.073 29.517
O -16.592 -16.866 27.574
H -16.092 -16.149 27.989
H -17.521 -16.651 27.741
O -20.028 -19.877 34.264
H -19.176 -19.700 34.709
H -19.842 -19.752 33.329
O -14.167 -20.879 28.609
H -14.185 -21.103 29.568
H -13.959 -21.705 28.147
O -16.775 -18.793 25.643
H -16.899 -19.448 24.940
H -17.463 -18.128 25.496


[8]
44
Properties=species:S:1:pos:R:3 method="wB97M-V/def2-TZVPD" total_charge=+1 orbital_gap_ev=7.365 e_above_lowest_kcal_mol=2.2
Pd -1.015 0.109 0.767
C 2.557 -1.692 2.130
C 1.162 -1.217 1.920
N 0.855 -0.101 1.354
N 1.732 0.756 0.791
C 1.093 1.670 0.083
O -0.203 1.754 -0.017
C 1.887 2.686 -0.632
C 3.281 2.630 -0.627
C 4.011 3.587 -1.309
C 3.359 4.603 -1.995
C 1.972 4.663 -1.999
C 1.235 3.708 -1.321
C -0.015 -2.000 2.346
C 0.079 -3.140 3.122
C -1.081 -3.766 3.560
C -2.309 -3.229 3.221
C -2.341 -2.102 2.417
N -1.234 -1.517 1.971
H 3.254 -0.989 1.684
H 2.703 -2.679 1.688
H 2.770 -1.769 3.198
H 3.778 1.838 -0.087
H 5.092 3.544 -1.305
H 3.933 5.351 -2.526
H 1.465 5.459 -2.528
H 0.155 3.752 -1.311
H 1.052 -3.518 3.403
H -1.020 -4.654 4.175
H -3.234 -3.674 3.556
H -3.275 -1.655 2.102
C -3.968 -1.227 -1.509
As -2.211 -0.419 -1.349
C -1.049 -1.724 -2.190
C -2.264 1.042 -2.617
H -4.200 -1.440 -2.551
H -4.711 -0.541 -1.106
H -3.992 -2.156 -0.941
H -1.438 -1.995 -3.170
H -0.991 -2.613 -1.564
H -0.053 -1.298 -2.300
H -2.468 0.665 -3.618
H -1.305 1.558 -2.599
H -3.046 1.737 -2.319


[9]
49
Properties=species:S:1:pos:R:3 method="wB97M-V/def2-TZVPD" total_charge=-1 orbital_gap_ev=3.107 e_above_lowest_kcal_mol=31.8
Rb -0.957 -0.654 -0.036
O -5.372 2.921 -1.193
C -4.314 2.132 -0.927
O -3.829 1.391 -1.726
C -3.825 2.305 0.504
C -4.421 3.219 1.350
C -3.890 3.376 2.626
C -2.812 2.602 2.993
C -2.334 1.667 2.083
N -2.817 1.523 0.853
C -1.343 0.608 2.525
O -0.159 0.960 2.987
O -1.665 -0.551 2.471
H -5.620 2.733 -2.110
H -5.277 3.787 1.018
H -4.324 4.083 3.320
H -2.362 2.684 3.974
H 0.117 1.859 2.711
Cl -0.106 -0.415 -2.850
C -1.840 -0.582 -3.219
Cl -2.581 -1.863 -2.235
H -1.939 -0.854 -4.262
H -2.341 0.347 -2.992
C -0.569 -4.482 -1.486
C 0.351 -3.834 -0.683
C 0.196 -3.726 0.753
C 1.074 -2.997 1.533
C 2.171 -2.321 0.983
C 2.379 -2.454 -0.397
C 1.532 -3.185 -1.200
H -1.447 -4.957 -1.060
H -0.431 -4.545 -2.560
H -0.646 -4.233 1.216
H 0.913 -2.940 2.606
H 2.838 -1.737 1.601
H 3.245 -1.974 -0.848
H 1.738 -3.270 -2.263
F 6.596 -0.014 -1.400
C 5.446 0.524 -0.969
C 4.670 1.289 -1.815
F 5.070 1.484 -3.082
C 3.496 1.856 -1.354
F 2.799 2.586 -2.237
C 3.033 1.683 -0.054
Se 1.422 2.480 0.556
C 3.838 0.896 0.763
F 3.493 0.661 2.034
C 5.025 0.331 0.331
F 5.778 -0.399 1.165


[10]
14
Properties=species:S:1:pos:R:3 method="wB97M-V/def2-TZVPD" orbital_gap_ev=9.873 e_above_lowest_kcal_mol=69.1
C -1.235 1.602 -0.665
C 1.718 -0.425 0.262
C -0.363 -1.529 0.587
N -1.729 2.515 -1.353
N 0.266 -0.331 0.087
S -0.333 0.293 -1.367
H -0.986 1.393 0.381
H 1.985 0.606 0.272
H 2.101 -0.991 1.192
H 2.380 -0.840 -0.503
H -1.346 -1.191 0.867
H -0.476 -2.381 -0.258
H 0.267 -2.019 1.496
H -2.248 3.298 -0.998


[11]
52
Properties=species:S:1:pos:R:3 method="wB97M-V/def2-TZVPD" orbital_gap_ev=8.900
C 0.399 1.184 1.694
Si 0.033 2.918 0.920
O -1.603 3.123 0.312
Si -2.809 2.419 1.378
I -4.286 1.025 -0.122
H 1.537 1.225 2.052
H 0.348 0.331 0.861
H -0.228 0.931 2.651
H 0.478 4.014 1.816
H 0.925 3.026 -0.263
H -2.276 1.665 2.504
H -3.716 3.453 1.920
C -5.780 -2.778 -1.447
S -5.359 -3.889 -0.083
O -5.068 -5.237 -0.673
C -7.023 -3.953 0.625
H -4.887 -2.622 -2.057
H -6.566 -3.223 -2.063
H -6.115 -1.819 -1.046
H -7.731 -4.325 -0.119
H -7.317 -2.955 0.957
H -7.011 -4.630 1.482
C 3.204 5.310 -3.407
S 2.503 4.030 -2.338
O 3.282 4.036 -1.056
C 3.085 2.628 -3.322
H 2.993 6.287 -2.964
H 4.285 5.176 -3.491
H 2.741 5.255 -4.395
H 4.174 2.660 -3.411
H 2.626 2.661 -4.313
H 2.791 1.704 -2.819
C 1.377 -2.399 -4.160
S 1.558 -1.233 -2.789
O 1.449 0.151 -3.357
C 3.313 -1.563 -2.496
H 0.352 -2.338 -4.535
H 2.072 -2.144 -4.963
H 1.571 -3.414 -3.804
H 3.888 -1.359 -3.402
H 3.443 -2.605 -2.195
H 3.661 -0.910 -1.692
C 2.494 -2.431 5.471
S 1.184 -1.443 4.710
O 1.596 -1.161 3.295
C 1.497 0.055 5.676
H 2.512 -3.413 4.991
H 3.461 -1.942 5.331
H 2.286 -2.554 6.536
H 2.525 0.390 5.523
H 1.322 -0.150 6.735
H 0.808 0.835 5.341


Number 1: total energy -344.2823 hartree. Number 2: total energy -215.2493 hartree. Number 3: total energy -2730.8406 hartree. Number 4: total energy -300.2129 hartree. Number 5: total energy -1204.4499 hartree. Number 6: total energy -2691.1481 hartree. Number 7: total energy -3146.8816 hartree. Number 8: total energy -3263.3489 hartree. Number 9: total energy -5009.6217 hartree. Number 10: total energy -626.7132 hartree. Number 11: total energy -3207.0665 hartree.